Record 1
{"formula": "C6H12OS", "method": "the ωB97M-V functional and the def2-TZVPD basis", "smiles": "CC1(C)O[C@@]1(C)CS", "e_homo_ev": -9.197, "e_above_lowest_kcal_mol": 17.75, "homo_lumo_gap_ev": 9.96, "species": ["C", "C", "C", "O", "C", "C", "C", "S", "H", "H", "H", "H", "H", "H", "H", "H", "H", "H", "H", "H"], "coordinates": [[-0.17, 1.69, 1.07], [0.50, 0.80, 0.04], [0.93, 1.55, -1.21], [1.47, -0.13, 0.55], [0.26, -0.66, 0.00], [0.42, -1.49, -1.25], [-0.63, -1.32, 1.05], [-2.39, -1.03, 0.61], [0.54, 2.45, 1.37], [-1.03, 2.18, 0.62], [-0.50, 1.13, 1.98], [0.05, 1.85, -1.80], [1.59, 0.97, -1.85], [1.46, 2.44, -0.92], [1.01, -0.99, -2.01], [-0.56, -1.74, -1.71], [0.88, -2.45, -1.01], [-0.40, -0.92, 2.06], [-0.47, -2.37, 1.03], [-2.94, -1.97, 1.40]]}

---

Record 2
{"formula": "C40H110N10O10", "method": "the ωB97M-V functional and the def2-TZVPD basis", "smiles": "COC[C@H](C)N.COC[C@H](C)N.COC[C@H](C)N.COC[C@H](C)N.COC[C@H](C)N.COC[C@H](C)N.COC[C@H](C)N.COC[C@H](C)N.COC[C@H](C)N.COC[C@H](C)N", "e_homo_ev": -8.523, "e_above_lowest_kcal_mol": 90.73, "homo_lumo_gap_ev": 8.91, "species": ["C", "O", "C", "C", "C", "N", "H", "H", "H", "H", "H", "H", "H", "H", "H", "H", "H", "C", "O", "C", "C", "C", "N", "H", "H", "H", "H", "H", "H", "H", "H", "H", "H", "H", "C", "O", "C", "C", "C", "N", "H", "H", "H", "H", "H", "H", "H", "H", "H", "H", "H", "C", "O", "C", "C", "C", "N", "H", "H", "H", "H", "H", "H", "H", "H", "H", "H", "H", "C", "O", "C", "C", "C", "N", "H", "H", "H", "H", "H", "H", "H", "H", "H", "H", "H", "C", "O", "C", "C", "C", "N", "H", "H", "H", "H", "H", "H", "H", "H", "H", "H", "H", "C", "O", "C", "C", "C", "N", "H", "H", "H", "H", "H", "H", "H", "H", "H", "H", "H", "C", "O", "C", "C", "C", "N", "H", "H", "H", "H", "H", "H", "H", "H", "H", "H", "H", "C", "O", "C", "C", "C", "N", "H", "H", "H", "H", "H", "H", "H", "H", "H", "H", "H", "C", "O", "C", "C", "C", "N", "H", "H", "H", "H", "H", "H", "H", "H", "H", "H", "H"], "coordinates": [[0.62, 1.83, 0.48], [1.61, 0.79, 0.17], [1.14, -0.03, -0.92], [0.20, -1.16, -0.39], [0.87, -2.04, 0.60], [-0.30, -1.98, -1.43], [-0.39, 1.51, 0.76], [0.45, 2.36, -0.45], [1.05, 2.60, 1.13], [0.64, 0.52, -1.71], [2.05, -0.46, -1.35], [-0.63, -0.63, 0.09], [0.20, -2.66, 1.20], [1.66, -1.54, 1.15], [1.54, -2.64, -0.01], [0.38, -2.62, -1.81], [-0.59, -1.37, -2.18], [3.79, -2.19, 4.57], [2.96, -1.12, 4.91], [3.46, 0.13, 4.53], [2.52, 1.26, 5.03], [1.23, 1.31, 4.22], [3.12, 2.58, 4.79], [4.57, -2.23, 5.33], [4.25, -2.13, 3.58], [3.28, -3.15, 4.56], [4.48, 0.23, 4.91], [3.37, 0.20, 3.45], [2.27, 1.06, 6.07], [0.76, 0.33, 4.29], [1.44, 1.51, 3.17], [0.55, 2.12, 4.48], [3.12, 2.66, 3.78], [4.12, 2.47, 4.89], [-3.65, -0.59, -7.93], [-2.98, -0.04, -6.79], [-1.99, -0.90, -6.23], [-1.77, -0.42, -4.78], [-1.16, 0.95, -4.62], [-0.77, -1.30, -4.21], [-4.30, -1.39, -7.59], [-2.94, -0.98, -8.66], [-4.25, 0.16, -8.46], [-2.30, -1.94, -6.18], [-1.09, -0.77, -6.84], [-2.65, -0.53, -4.14], [-1.88, 1.72, -4.93], [-0.31, 1.07, -5.29], [-0.82, 1.20, -3.61], [-0.91, -2.30, -4.27], [0.13, -1.22, -4.66], [-2.31, -2.66, 3.32], [-2.94, -3.71, 4.11], [-3.72, -3.19, 5.18], [-4.46, -4.40, 5.80], [-5.42, -5.01, 4.84], [-5.12, -4.05, 7.02], [-1.59, -2.10, 3.92], [-3.06, -1.93, 3.03], [-1.83, -2.99, 2.40], [-3.16, -2.78, 6.02], [-4.45, -2.45, 4.84], [-3.67, -5.09, 6.10], [-6.26, -4.33, 4.70], [-5.81, -5.93, 5.26], [-4.95, -5.20, 3.87], [-5.77, -3.29, 6.87], [-5.67, -4.82, 7.37], [7.71, 2.50, 0.51], [6.42, 2.51, 1.06], [5.47, 3.33, 0.43], [4.20, 3.42, 1.32], [3.06, 4.13, 0.71], [4.54, 4.14, 2.57], [8.35, 2.17, 1.32], [8.21, 3.41, 0.16], [7.68, 1.71, -0.24], [5.89, 4.33, 0.27], [5.15, 2.94, -0.54], [3.82, 2.47, 1.70], [2.23, 4.41, 1.36], [2.67, 3.54, -0.13], [3.35, 5.08, 0.27], [5.27, 4.79, 2.31], [5.09, 3.50, 3.13], [2.89, -3.70, -2.89], [1.48, -3.87, -2.60], [0.80, -4.87, -3.41], [-0.63, -5.16, -2.87], [-1.22, -6.40, -3.63], [-1.51, -4.05, -3.17], [3.26, -2.90, -2.25], [3.04, -3.41, -3.93], [3.46, -4.60, -2.66], [0.70, -4.53, -4.44], [1.45, -5.74, -3.43], [-0.68, -5.22, -1.78], [-1.16, -6.16, -4.70], [-2.28, -6.65, -3.52], [-0.64, -7.31, -3.47], [-2.48, -4.32, -3.08], [-1.39, -3.33, -2.47], [-0.36, -7.50, 6.35], [-0.81, -7.65, 5.00], [-0.28, -6.66, 4.14], [-0.98, -6.61, 2.77], [-0.36, -5.55, 1.88], [-2.41, -6.25, 2.90], [0.70, -7.60, 6.57], [-0.77, -8.26, 7.02], [-0.70, -6.56, 6.78], [-0.26, -5.67, 4.60], [0.77, -6.91, 4.04], [-0.98, -7.61, 2.33], [-0.96, -5.46, 0.98], [0.72, -5.74, 1.90], [-0.39, -4.58, 2.37], [-2.41, -5.39, 3.43], [-2.84, -6.90, 3.55], [2.23, 3.99, -3.27], [1.56, 4.08, -4.52], [2.45, 4.48, -5.60], [1.74, 4.78, -6.88], [1.12, 3.50, -7.54], [2.61, 5.49, -7.82], [1.58, 3.63, -2.47], [2.63, 4.95, -2.95], [3.15, 3.41, -3.38], [2.99, 5.33, -5.20], [3.19, 3.70, -5.75], [0.92, 5.44, -6.60], [0.28, 3.15, -6.94], [1.81, 2.66, -7.49], [0.90, 3.72, -8.58], [2.09, 6.02, -8.52], [3.26, 6.09, -7.34], [-5.02, 1.21, 1.61], [-5.69, 0.48, 0.65], [-5.12, -0.84, 0.41], [-3.60, -0.78, 0.04], [-3.36, 0.13, -1.16], [-3.16, -2.08, -0.31], [-5.64, 1.99, 2.03], [-4.14, 1.67, 1.14], [-4.85, 0.62, 2.51], [-5.33, -1.43, 1.30], [-5.64, -1.49, -0.31], [-3.04, -0.44, 0.91], [-4.04, -0.21, -1.94], [-2.34, 0.17, -1.55], [-3.61, 1.18, -1.04], [-3.55, -2.26, -1.22], [-2.15, -2.14, -0.35], [-0.01, 5.98, -0.82], [-0.57, 7.11, -0.19], [0.40, 7.77, 0.66], [-0.42, 8.70, 1.57], [-1.09, 9.90, 0.89], [0.33, 9.25, 2.64], [0.84, 6.17, -1.47], [-0.72, 5.46, -1.47], [0.26, 5.25, -0.05], [0.85, 7.00, 1.29], [1.15, 8.29, 0.06], [-1.19, 8.07, 2.01], [-1.77, 9.61, 0.08], [-0.35, 10.53, 0.40], [-1.68, 10.48, 1.60], [0.82, 10.04, 2.25], [1.08, 8.59, 2.80]]}

---

Record 3
{"formula": "C22H30BrF4N6O2SeSr", "method": "the ωB97M-V functional and the def2-TZVPD basis", "total_charge": -1, "e_homo_ev": -4.188, "e_above_lowest_kcal_mol": 19.61, "homo_lumo_gap_ev": 6.47, "species": ["Sr", "C", "N", "C", "C", "C", "N", "C", "C", "F", "C", "F", "C", "C", "F", "C", "F", "H", "H", "H", "H", "H", "H", "H", "H", "H", "H", "H", "N", "C", "C", "C", "C", "N", "C", "N", "N", "C", "O", "O", "H", "H", "H", "H", "H", "H", "H", "H", "H", "H", "H", "H", "H", "H", "Se", "C", "C", "C", "C", "C", "C", "H", "H", "H", "H", "H", "Br"], "coordinates": [[1.38, -0.41, 1.05], [-0.26, 0.62, 3.34], [-0.33, -0.78, 2.91], [-0.55, -1.65, 4.05], [-1.39, -1.03, 1.90], [-1.48, -0.19, 0.61], [-0.56, -0.58, -0.45], [-0.96, -0.43, -1.74], [-0.20, -1.09, -2.74], [0.87, -1.83, -2.34], [-0.50, -1.04, -4.07], [0.29, -1.71, -4.94], [-1.59, -0.33, -4.56], [-2.33, 0.34, -3.61], [-3.38, 1.09, -4.01], [-2.04, 0.31, -2.26], [-2.81, 1.08, -1.46], [0.49, 0.72, 4.12], [-1.23, 0.97, 3.72], [0.02, 1.31, 2.54], [-0.55, -2.69, 3.73], [-1.51, -1.44, 4.53], [0.25, -1.51, 4.78], [-2.36, -0.90, 2.40], [-1.31, -2.08, 1.60], [-1.43, 0.88, 0.87], [-2.52, -0.34, 0.31], [-1.80, -0.25, -5.61], [0.66, 3.81, 1.44], [1.97, 3.41, 0.94], [2.91, 4.56, 0.57], [4.33, 4.10, 0.22], [4.50, 3.56, -1.21], [3.56, 2.53, -1.60], [3.65, 1.24, -1.34], [2.63, 0.45, -1.69], [4.77, 0.68, -0.82], [2.64, 2.52, 1.99], [2.77, 2.97, 3.13], [3.01, 1.37, 1.56], [0.14, 4.30, 0.72], [0.77, 4.41, 2.25], [1.78, 2.80, 0.06], [2.97, 5.23, 1.43], [2.48, 5.12, -0.27], [4.66, 3.35, 0.95], [5.03, 4.94, 0.31], [5.52, 3.20, -1.36], [4.35, 4.38, -1.91], [2.61, 2.86, -1.91], [1.78, 0.89, -2.07], [2.70, -0.55, -1.60], [5.30, 1.28, -0.21], [4.63, -0.25, -0.44], [0.42, 3.13, -2.30], [0.23, 2.87, -4.18], [1.19, 2.18, -4.93], [1.02, 1.97, -6.29], [-0.11, 2.44, -6.94], [-1.07, 3.13, -6.21], [-0.90, 3.34, -4.85], [2.08, 1.80, -4.44], [1.78, 1.42, -6.85], [-0.25, 2.27, -8.01], [-1.96, 3.50, -6.70], [-1.66, 3.86, -4.28], [3.56, -2.36, 0.32]]}

---

Record 4
{"formula": "C7H6MgN2O3S", "method": "the ωB97M-V functional and the def2-TZVPD basis", "total_charge": 2, "e_homo_ev": -15.573, "e_above_lowest_kcal_mol": 0.00, "homo_lumo_gap_ev": 6.28, "species": ["O", "C", "Mg", "C", "C", "O", "O", "C", "N", "C", "C", "N", "C", "S", "H", "H", "H", "H", "H", "H"], "coordinates": [[0.23, 1.98, -5.59], [0.23, 1.42, -4.59], [0.24, 0.27, -2.34], [2.10, -0.85, -3.10], [-1.63, -0.86, -3.06], [3.00, -1.53, -3.29], [-2.54, -1.52, -3.30], [-0.20, -1.55, 2.82], [-0.15, -0.25, 2.17], [-0.32, 0.95, 2.82], [-0.19, 1.91, 1.85], [0.02, 1.28, 0.66], [0.07, -0.07, 0.84], [0.32, -1.29, -0.34], [-1.02, -2.17, 2.37], [0.77, -2.09, 2.67], [-0.39, -1.33, 3.89], [-0.50, 1.01, 3.87], [-0.24, 2.95, 1.87], [0.22, 1.73, -0.22]]}